(1)
This record from OMol25 describes 9 unconnected molecules or ions with the total composition C36H57N9O12 at a distorted geometry. The level of theory is ωB97M-V/def2-TZVPD.

Structure (XYZ):
```
114
C36H57N9O12 ωB97M-V/def2-TZVPD
O -0.97588 -0.46923 2.95762
O -1.03088 -3.09123 -3.23038
O -6.65288 1.32777 1.35262
O -0.82688 1.50477 -5.60438
O 0.67412 -1.68123 3.51262
O 0.74912 -3.35123 -0.06838
O -0.77288 4.81877 -0.75638
O -3.29288 -8.64223 3.09062
O 4.56312 2.98877 3.42962
O 5.36012 -0.75623 -0.30238
O -1.28488 -2.49123 0.16762
O -2.23188 -7.84023 1.26562
N 5.80612 -0.51623 -2.44538
N -2.74688 -7.78423 2.38462
N -0.03788 -2.33823 0.05362
N -0.18788 -0.93023 3.81562
N -0.95188 3.77477 -5.85038
N 3.86512 3.71177 1.48262
N 0.64812 -3.07223 -4.81838
N -5.16488 -0.29723 0.61962
N -1.41288 3.41577 0.90962
C 5.10012 3.28777 0.71562
C -0.05288 -0.32623 -1.65538
C -0.73888 -0.00723 8.17462
C 2.30212 0.82077 -0.18338
C 1.66112 -3.88123 -5.65938
C -1.46288 4.51777 1.96162
C -1.53688 0.39077 5.72662
C -5.61488 0.94077 0.75462
C 0.59512 -1.63623 -5.23038
C -0.60588 2.55977 -6.23338
C -2.86888 -4.80923 5.07362
C 0.40812 -1.33823 6.28662
C 1.81712 1.42177 -1.36438
C 3.69412 3.50777 2.78062
C -1.09888 3.74477 -0.29838
C -0.06388 -3.69123 -3.78138
C -1.74188 3.88977 -4.60438
C -0.89988 5.03677 -6.67738
C 6.14412 -0.48023 -1.20038
C 0.69712 0.93477 -2.11738
C -2.82088 -5.16623 2.05462
C 4.45412 -0.62623 -2.88238
C -0.45288 -0.64823 5.27762
C -5.82688 -1.49723 1.12962
C -3.15888 -6.20223 4.55362
C -1.67488 0.64477 7.11762
C -2.92288 -6.42623 2.94462
C 2.82212 4.35677 0.60462
C 0.49112 -1.12623 -0.44938
C -3.78588 -0.52523 0.02462
C -2.78888 -3.68223 4.19462
C 0.11112 -1.07723 7.74762
C -1.60988 2.05677 1.52862
C 1.62412 -0.42123 0.49062
C 6.88012 -0.37823 -3.44438
C -2.83588 -3.80623 2.68062
H -1.50388 3.19477 -3.97638
H 3.79012 0.20377 -2.31638
H 2.72312 5.43377 0.60362
H 4.36112 -0.33923 -3.89138
H -2.29688 5.15077 1.72462
H -0.31188 -1.39923 -4.56638
H 6.65912 -0.41523 -4.50638
H 7.30712 -0.33323 -0.82138
H -1.62588 5.02377 -7.55038
H -2.58788 1.74077 1.63162
H 2.96312 4.09377 3.27462
H 1.80812 4.19977 1.04462
H 0.10312 5.24477 -7.13038
H -2.05588 0.98277 5.17162
H 0.22712 -4.62223 -3.35438
H -6.07388 -1.37823 2.00762
H -5.33188 -2.36123 1.16962
H 2.52712 2.18477 -1.60338
H -4.96488 1.85577 0.19162
H -6.71488 -1.74323 0.75062
H -1.58188 4.26677 3.07962
H 3.02812 3.93177 -0.46038
H -2.73688 -2.68523 4.72662
H 1.43712 -1.04723 -4.90638
H -2.88088 3.61177 -4.63838
H -2.99388 -2.89423 1.93862
H 0.74012 -1.42123 8.37462
H 7.16912 0.67477 -3.14738
H -2.88288 -4.80723 6.02762
H 0.45212 1.41377 -2.98038
H 6.04612 3.16077 1.49862
H 2.62112 -3.19923 -5.71538
H -1.84988 4.85377 -4.00338
H 7.50712 -1.19223 -3.37938
H -1.08788 2.94877 -1.06138
H -0.77488 -0.76123 -2.28438
H 0.62212 -1.65623 -6.40338
H -1.06988 0.09777 9.12662
H 5.53512 4.08377 0.03562
H 1.84012 -0.80823 1.43962
H -0.99388 1.33177 0.95062
H 3.05812 1.49577 0.27562
H 1.82412 -4.76023 -5.17038
H 1.27912 -4.04123 -6.72338
H 1.20312 -1.96723 6.04862
H -2.60588 -5.09023 0.96262
H -3.10788 -0.74023 0.86162
H -3.33688 -7.00623 5.24562
H -2.53988 1.30177 7.60862
H -1.07188 1.87877 2.35962
H -1.27788 5.82777 -6.07738
H 4.23712 -1.67823 -3.19338
H 4.78712 2.49677 0.14862
H -3.40188 0.32477 -0.43338
H 0.09212 2.65077 -7.00338
H -0.71988 5.21077 1.80062
H -3.89888 -1.16423 -0.78938
```

Properties
Total energy, eV: -76209.50627
Energy relative to the best compared isomer or geometry (same formula, charge and spin), kJ/mol: 1863.3
SMILES string: O=[N+]([O-])c1ccccc1.O=[N+]([O-])c1ccccc1.O=[N+]([O-])c1ccccc1.CN(C)C=O.CN(C)C=O.CN(C)C=O.CN(C)C=O.CN(C)C=O.CN(C)C=O
Lowest unoccupied orbital energy, eV: -1.3

---

(2)
This record from OMol25 describes 3 unconnected molecules or ions with the total composition C34H35NO4P2. The level of theory is ωB97M-V/def2-TZVPD.

Structure (XYZ):
```
76
C34H35NO4P2 ωB97M-V/def2-TZVPD
P -6.74606 -4.02447 -2.42851
P -4.74533 -2.94412 -2.29345
O -0.42788 5.29295 -1.13374
O 4.22894 3.40346 0.60537
O -2.05947 1.37122 2.14812
O 6.08170 -1.42308 2.04971
N -3.15647 -2.13569 -2.26276
C -0.30691 4.32082 1.01406
C -0.30909 3.28425 3.19266
C 0.60067 4.22878 3.63717
C -0.63127 -2.64574 -0.56945
C 6.11087 2.02610 0.97089
C -7.07054 -4.24855 -0.62795
C -6.00990 -5.68112 -2.77338
C 4.64783 2.31819 0.94596
C 1.47420 0.48105 1.76185
C 8.84380 1.53773 1.01409
C -0.71855 -2.60015 -2.09558
C -2.82450 2.23706 -2.70531
C -1.66549 3.29788 -0.88589
C 4.20179 -0.03007 1.73622
C -2.04850 3.27768 -2.22248
C -3.23301 1.21481 -1.85480
C 6.59204 0.77340 1.35314
C 3.72141 1.22591 1.36192
C 2.35458 1.47627 1.37304
C 0.60545 5.26609 1.46642
C -0.74401 -4.05325 0.00544
C 1.95131 -0.77052 2.13643
C 3.31188 -1.02696 2.12051
C 5.66294 -0.32824 1.74136
C 8.36399 2.78552 0.63019
C 1.06152 5.21578 2.77295
C 7.96125 0.53397 1.37349
C -2.06255 -3.00853 -2.69464
C -2.87768 1.24809 -0.51810
C 7.00183 3.02972 0.60828
C -0.77481 4.39127 -0.40305
C -2.08911 2.28139 -0.02869
C -1.68561 2.25534 1.40379
C -0.75959 3.32149 1.87838
H -1.98402 -2.94866 -3.78310
H -5.39036 -1.70936 -2.04938
H -3.09636 2.20781 -3.75242
H -4.39662 -3.77982 -1.17804
H 1.25775 -1.54296 2.44313
H -7.70309 -5.12537 -0.48288
H 0.41133 0.68008 1.78435
H 0.04471 -3.26970 -2.50447
H -1.70828 4.07518 -2.86907
H -5.25399 -5.95926 -2.03036
H 9.05652 3.56759 0.34769
H -0.47174 -1.59325 -2.44288
H -2.98101 -1.86954 -1.29546
H -7.59288 -3.38680 -0.21306
H 1.78183 5.94490 3.11971
H -6.79019 -6.44240 -2.76913
H 0.32619 -2.20921 -0.27332
H 3.70831 -1.99163 2.40691
H 9.90945 1.35029 1.03175
H -2.25730 -4.06941 -2.45824
H -1.65949 -4.55239 -0.31775
H 0.95190 6.02333 0.77671
H 6.60546 3.99159 0.31285
H 2.00196 2.45793 1.08233
H -6.14276 -4.40755 -0.06453
H -0.66876 2.50123 3.84642
H -3.79811 0.37791 -2.23673
H -4.49581 -3.31862 -3.64160
H 8.31118 -0.44449 1.67290
H 0.10006 -4.66913 -0.31168
H 0.95946 4.19274 4.65747
H -1.38968 -2.00022 -0.11387
H -5.54493 -5.68529 -3.76080
H -3.18272 0.46705 0.16669
H -0.74971 -4.03830 1.09621
```

Properties
Total energy, eV: -64083.18088
SMILES string: O=C1c2ccccc2C(=O)c2ccccc21.O=C1c2ccccc2C(=O)c2ccccc21.CCCCN[PH3]P(C)C
Lowest unoccupied orbital energy, eV: -1.0

---

Number 1 is which compound?
C36H57N9O12

---

Which value of total energy does entry 2 give?
-64083.18088 eV